{
  "formula": "C32H88F3N2O16",
  "method": "the ωB97M-V functional and the def2-TZVPD basis",
  "elements": ["C", "O", "O", "C", "F", "F", "F", "C", "C", "H", "H", "H", "H", "H", "H", "C", "C", "O", "H", "H", "H", "H", "H", "H", "C", "C", "O", "H", "H", "H", "H", "H", "H", "C", "C", "O", "H", "H", "H", "H", "H", "H", "C", "C", "O", "H", "H", "H", "H", "H", "H", "C", "C", "O", "H", "H", "H", "H", "H", "H", "C", "C", "C", "C", "C", "C", "N", "O", "C", "C", "C", "H", "H", "H", "H", "H", "H", "H", "H", "H", "H", "H", "H", "H", "H", "H", "H", "H", "H", "H", "C", "C", "C", "C", "C", "C", "N", "O", "C", "C", "C", "H", "H", "H", "H", "H", "H", "H", "H", "H", "H", "H", "H", "H", "H", "H", "H", "H", "H", "H", "O", "H", "H", "O", "H", "H", "O", "H", "H", "O", "H", "H", "O", "H", "H", "O", "H", "H", "O", "H", "H"],
  "xyz": [[-24.85576, 1.46425, -12.88812], [-24.19410, 1.16362, -14.20044], [-24.70693, 2.93011, -12.76406], [-26.38666, 0.93505, -12.82424], [-27.09231, 1.41661, -11.83857], [-27.08336, 0.95695, -13.95764], [-26.20299, -0.40299, -12.55851], [-22.75524, 0.86186, -14.09227], [-22.25077, 0.09015, -15.24672], [-22.62308, -0.92572, -15.37892], [-22.52417, 0.60687, -16.16670], [-21.16754, -0.02385, -15.28835], [-22.42008, 0.38258, -13.17246], [-22.35094, 1.87295, -14.14055], [-24.28854, 0.89262, -12.15354], [-28.39551, -0.64853, -8.98707], [-27.94011, -2.00926, -9.43095], [-28.77499, -2.88830, -8.74892], [-27.69778, 0.00063, -9.51610], [-28.10037, -0.50911, -7.94709], [-29.41678, -0.33520, -9.20370], [-26.93055, -2.14841, -9.04426], [-28.01397, -2.04759, -10.51777], [-28.25698, -3.61106, -8.38715], [-23.93854, -3.23573, -14.36945], [-25.32899, -3.66852, -13.91165], [-25.52431, -4.94170, -14.40827], [-23.68069, -2.29396, -13.88501], [-24.02789, -3.15225, -15.45257], [-23.13124, -3.86452, -13.99394], [-26.14952, -3.15062, -14.40826], [-25.48406, -3.52248, -12.84267], [-24.67912, -5.39359, -14.35305], [-28.19346, 0.10100, -18.18124], [-27.79941, 0.57357, -16.83413], [-26.50429, 0.49673, -16.68438], [-29.24769, 0.21944, -18.43156], [-28.28379, -0.98450, -18.22163], [-27.72300, 0.45399, -19.09894], [-28.40093, 0.09417, -16.06184], [-28.09226, 1.62296, -16.80077], [-26.28632, 0.66517, -15.76475], [-19.57695, -3.06657, -17.07844], [-20.97330, -3.47672, -16.69148], [-21.13846, -4.84495, -16.93486], [-19.23025, -3.04068, -18.11150], [-18.84444, -3.82709, -16.80797], [-19.42588, -2.10209, -16.59361], [-21.65638, -2.86730, -17.28319], [-21.19335, -3.18188, -15.66545], [-20.72280, -5.15118, -17.74421], [-21.59763, -0.24218, -10.08876], [-22.14871, -0.51335, -8.64212], [-22.12772, 0.63548, -7.87538], [-20.54439, -0.04441, -9.88957], [-22.08261, 0.57636, -10.62063], [-21.88378, -1.15347, -10.61390], [-21.45741, -1.19560, -8.14740], [-23.13747, -0.96908, -8.58958], [-22.52326, 0.43108, -7.02487], [-33.68974, 3.14969, -15.10686], [-32.90115, 3.06510, -13.77636], [-32.09957, 1.71170, -13.70025], [-30.81735, 1.78535, -12.90168], [-30.10652, 3.17129, -13.06336], [-30.93811, 4.39825, -12.61332], [-32.11659, 4.35119, -13.56734], [-32.82236, 5.45218, -13.74627], [-31.25913, 4.35541, -11.17112], [-30.15553, 5.77376, -12.92076], [-34.02863, 3.15656, -12.62214], [-33.98607, 4.19603, -15.18073], [-34.63820, 2.62034, -15.19804], [-33.05498, 2.83440, -15.93498], [-32.84990, 1.02573, -13.30712], [-31.85709, 1.40895, -14.71889], [-30.16914, 0.94066, -13.13499], [-31.10133, 1.62327, -11.86188], [-29.87950, 3.33221, -14.11725], [-29.15789, 3.22595, -12.52931], [-30.37186, 4.57756, -10.57825], [-31.95149, 5.13713, -10.85864], [-31.70337, 3.39020, -10.92793], [-29.17614, 5.74803, -12.44303], [-29.84665, 5.79433, -13.96588], [-30.69777, 6.68696, -12.67550], [-34.96742, 3.56325, -12.99815], [-33.71668, 3.85121, -11.84224], [-34.05050, 2.28604, -11.96653], [-32.72932, 5.67404, -14.67564], [-14.62055, 2.23333, -14.90717], [-15.35707, 2.02470, -13.58050], [-15.50956, 3.45039, -13.12185], [-16.63652, 3.73570, -12.01888], [-17.95811, 2.99261, -12.49274], [-17.83933, 1.51233, -12.79410], [-16.74830, 1.49959, -13.84959], [-16.78118, 0.30059, -14.56251], [-17.53804, 0.84884, -11.44830], [-19.26343, 0.98970, -13.22729], [-14.42340, 1.20120, -12.63198], [-15.12395, 2.24792, -15.87386], [-13.98607, 1.35750, -15.04301], [-13.97533, 3.11184, -14.90546], [-14.64202, 3.96944, -12.71437], [-15.80267, 4.17861, -13.87808], [-16.89183, 4.77097, -11.79274], [-16.14797, 3.49703, -11.07418], [-18.25699, 3.52379, -13.39641], [-18.82107, 3.22285, -11.86792], [-18.45754, 0.72123, -10.87705], [-17.08432, -0.12964, -11.60580], [-16.75895, 1.35397, -10.87736], [-19.99058, 1.25766, -12.46077], [-19.41603, 1.34778, -14.24542], [-19.33492, -0.09362, -13.32432], [-13.36695, 1.27197, -12.89082], [-14.67144, 0.14281, -12.71202], [-14.56805, 1.42809, -11.57572], [-16.44034, -0.30232, -13.89773], [-27.25237, 3.93872, -14.96732], [-27.66407, 4.14710, -15.80595], [-27.77199, 3.21459, -14.61824], [-21.71760, -0.47665, -18.77397], [-22.54587, -0.18608, -18.39217], [-21.07730, -0.36547, -18.07120], [-22.39735, 4.36756, -13.17188], [-21.60243, 3.96150, -13.51750], [-22.88782, 3.64288, -12.78392], [-24.04538, 3.32410, -15.93482], [-23.84380, 2.95066, -16.79281], [-23.92201, 2.59884, -15.32243], [-25.85265, 3.30319, -10.04263], [-25.10333, 3.68546, -9.58588], [-25.51061, 3.05954, -10.90279], [-26.74343, 5.21706, -11.97667], [-26.43876, 4.48628, -11.43874], [-27.43115, 5.62944, -11.45398], [-24.28215, 1.23686, -18.08853], [-25.12412, 0.82103, -17.90305], [-24.18916, 1.17692, -19.03932]],
  "lowdin_spin": [0.001, 0.000, 0.000, 0.000, 0.000, 0.000, 0.001, 0.001, 0.003, 0.000, 0.000, 0.001, 0.001, 0.000, 0.000, 0.003, 0.009, 0.007, 0.000, 0.001, 0.000, 0.004, 0.001, 0.003, 0.011, 0.008, 0.004, 0.001, 0.001, 0.007, 0.000, 0.003, 0.002, 0.002, 0.001, 0.001, 0.000, 0.000, 0.000, 0.000, 0.000, 0.000, 0.029, 0.019, 0.011, 0.004, 0.011, 0.004, 0.001, 0.005, 0.003, 0.023, 0.029, 0.012, 0.005, 0.000, 0.009, 0.007, 0.005, 0.005, 0.000, 0.000, 0.001, 0.000, 0.000, 0.000, 0.000, 0.000, 0.000, 0.000, 0.000, 0.000, 0.000, 0.000, 0.000, 0.000, 0.000, 0.000, 0.000, 0.000, 0.000, 0.000, 0.000, 0.000, 0.000, 0.000, 0.000, 0.000, 0.000, 0.000, 0.053, 0.003, 0.017, 0.014, 0.003, 0.004, 0.010, 0.092, 0.075, 0.014, 0.162, 0.007, 0.016, 0.008, 0.008, 0.003, 0.002, 0.007, 0.001, 0.001, 0.004, 0.047, 0.011, 0.001, 0.003, 0.014, 0.031, 0.055, 0.026, 0.036, 0.000, 0.000, 0.000, 0.004, 0.001, 0.002, 0.001, 0.000, 0.000, 0.001, 0.000, 0.000, 0.002, 0.000, 0.000, 0.000, 0.000, 0.000, 0.002, 0.000, 0.000],
  "e_tot_ha": -2884.6157,
  "s2": 0.75,
  "gap_ha": [0.03752, 0.24512],
  "homo_ev": [2.190, -3.472],
  "largest_force_ha_per_bohr": 0.1195,
  "spin_multiplicity": 2,
  "total_charge": -2
}